i:
{"formula": "C5H14", "method": "ωB97M-V/def2-TZVPD", "species": ["C", "C", "C", "H", "H", "H", "H", "H", "H", "H", "H", "C", "C", "H", "H", "H", "H", "H", "H"], "coordinates": [[0.1155, -0.4167, 1.5247], [1.0805, 0.6006, 2.1203], [0.9443, 1.9231, 1.3265], [0.5862, -1.2329, 0.9785], [-0.4390, -0.8495, 2.4685], [-0.7644, -0.0078, 0.9089], [0.7041, 0.8723, 3.0781], [2.1532, 0.1805, 2.0031], [0.3914, 1.7485, 0.3880], [0.5269, 2.5984, 2.0500], [2.0025, 2.2334, 1.2165], [-1.1682, -0.2676, -2.2459], [-0.6184, -1.6807, -2.2262], [-2.3243, -0.1570, -2.3673], [-0.7851, 0.2175, -1.3017], [-0.8775, 0.3949, -3.1154], [0.4590, -1.5784, -2.5261], [-1.0522, -2.4207, -2.9401], [-0.9344, -2.1580, -1.3404]], "nbo_charge": [-0.619, -0.408, -0.615, 0.213, 0.202, 0.201, 0.202, 0.203, 0.208, 0.207, 0.207, -0.616, -0.628, 0.205, 0.204, 0.206, 0.214, 0.203, 0.213], "homo_energy_ev": -10.71, "smiles": "CCC.CC", "homo_lumo_gap_ev": 11.88}


ii:
{"formula": "C5H14", "method": "ωB97M-V/def2-TZVPD", "species": ["C", "C", "C", "H", "H", "H", "H", "H", "H", "H", "H", "C", "C", "H", "H", "H", "H", "H", "H"], "coordinates": [[-1.1826, -1.8712, -0.0590], [-1.9496, -0.8921, -0.9440], [-1.9479, 0.5897, -0.5269], [-1.3975, -2.8800, -0.4025], [-0.1070, -1.6762, -0.1348], [-1.3962, -1.7276, 0.9944], [-3.0125, -1.1292, -0.8841], [-1.6403, -0.9788, -1.9767], [-2.7814, 1.0184, -1.0789], [-1.0738, 1.1315, -0.9066], [-2.1040, 0.8591, 0.5084], [2.0915, 0.7641, 1.3358], [2.7579, 1.3197, 0.0703], [2.8322, 0.7680, 2.1409], [1.3550, 1.5015, 1.6487], [1.7027, -0.2330, 1.1414], [3.3343, 0.6029, -0.4977], [3.4681, 2.0967, 0.3624], [2.0616, 1.8242, -0.5965]], "nbo_charge": [-0.605, -0.390, -0.610, 0.209, 0.196, 0.204, 0.188, 0.199, 0.204, 0.198, 0.206, -0.609, -0.605, 0.203, 0.205, 0.206, 0.202, 0.199, 0.200], "homo_energy_ev": -11.25, "smiles": "CCC.CC", "homo_lumo_gap_ev": 12.39}


iii:
{"formula": "C5H14", "method": "ωB97M-V/def2-TZVPD", "species": ["C", "C", "C", "H", "H", "H", "H", "H", "H", "H", "H", "C", "C", "H", "H", "H", "H", "H", "H"], "coordinates": [[-0.4992, 0.2844, 1.8890], [0.2272, -0.8814, 1.4139], [-0.3821, -2.3271, 1.4531], [-0.0795, 1.1701, 1.4456], [-1.5502, 0.2775, 1.7105], [-0.4278, 0.3535, 3.0483], [0.4574, -0.5864, 0.3627], [1.2567, -0.8989, 1.8176], [-1.4226, -2.3543, 1.0398], [0.3103, -2.9325, 0.8592], [-0.4433, -2.6268, 2.5838], [-0.0395, 0.9018, -2.7545], [0.7607, 1.7201, -1.6945], [-0.8038, 1.5383, -3.1284], [0.5645, 0.3538, -3.4990], [-0.7724, 0.2793, -2.2727], [1.8376, 1.7734, -1.7244], [0.4163, 1.1872, -0.7428], [0.5895, 2.7680, -1.8072]], "nbo_charge": [-0.603, -0.399, -0.608, 0.212, 0.205, 0.191, 0.184, 0.197, 0.205, 0.216, 0.202, -0.627, -0.627, 0.210, 0.213, 0.204, 0.211, 0.206, 0.209], "homo_energy_ev": -10.79, "smiles": "CCC.CC", "homo_lumo_gap_ev": 11.89}


iv:
{"formula": "C5H14", "method": "ωB97M-V/def2-TZVPD", "species": ["C", "C", "C", "H", "H", "H", "H", "H", "H", "H", "H", "C", "C", "H", "H", "H", "H", "H", "H"], "coordinates": [[2.2733, 1.0177, -0.0685], [1.0519, 0.4592, -0.7753], [1.2674, 0.3866, -2.2936], [2.5433, 2.0003, -0.4603], [3.1541, 0.4287, -0.3173], [2.1610, 1.1137, 1.0080], [0.8876, -0.5562, -0.4126], [0.1340, 1.0078, -0.5737], [2.1026, -0.2845, -2.4957], [0.3805, 0.0164, -2.8080], [1.5290, 1.3652, -2.6986], [-1.5301, -1.2192, 1.2716], [-2.8246, -0.5368, 1.7001], [-1.1930, -1.9935, 1.9506], [-1.6091, -1.6517, 0.2761], [-0.7766, -0.4470, 1.1641], [-3.7258, -1.1075, 1.4646], [-2.9147, 0.4561, 1.2840], [-2.9106, -0.4555, 2.7844]], "nbo_charge": [-0.607, -0.395, -0.601, 0.198, 0.202, 0.210, 0.195, 0.194, 0.199, 0.208, 0.199, -0.610, -0.609, 0.206, 0.202, 0.205, 0.201, 0.203, 0.203], "homo_energy_ev": -11.43, "smiles": "CCC.CC", "homo_lumo_gap_ev": 12.54}


Which of them is the least stable? Correct choice: i.